(1)
This record from the OMol25 dataset describes a 13-piece molecular cluster, C16H6Cl48F10PS3 overall in a non-equilibrium geometry. The level of theory is ωB97M-V with the def2-TZVPD basis set.

XYZ file:
```
84
C16H6Cl48F10PS3, DFT ωB97M-V with the def2-TZVPD basis set
F 2.208 5.227 2.468
S 1.179 4.587 1.498
C 1.915 2.974 1.082
C 3.238 3.289 0.376
C 4.176 2.123 0.017
F 5.298 2.356 0.722
F 4.567 2.201 -1.235
C 3.784 0.661 0.387
F 3.496 0.499 1.648
F 4.876 -0.073 0.219
S 2.467 -0.159 -0.672
F 1.366 0.021 0.452
F 2.062 1.193 -1.395
F 3.555 -0.409 -1.784
F 2.861 -1.535 -0.026
F 1.410 -0.889 -1.531
P -0.550 4.179 2.785
S -0.105 2.905 4.161
H 2.001 2.454 2.039
H 1.148 2.471 0.490
H 3.011 3.820 -0.549
H 3.778 4.006 0.986
H -1.591 3.755 1.924
H -0.879 5.408 3.393
C 3.218 -3.724 -3.293
Cl 3.638 -4.851 -4.585
Cl 4.472 -3.772 -2.046
Cl 3.120 -2.087 -3.967
Cl 1.668 -4.211 -2.590
C -1.899 -1.669 -3.307
Cl -1.622 -2.601 -1.824
Cl -2.562 -0.081 -2.879
Cl -0.376 -1.458 -4.172
Cl -3.043 -2.522 -4.333
C 1.486 8.808 3.274
Cl 1.330 10.473 3.818
Cl 2.099 8.775 1.614
Cl 2.598 7.936 4.334
Cl -0.108 8.025 3.325
C -3.058 -5.437 -7.356
Cl -4.542 -5.169 -6.419
Cl -2.973 -4.282 -8.685
Cl -1.655 -5.231 -6.303
Cl -3.069 -7.082 -8.003
C -7.362 -2.968 -3.392
Cl -6.949 -4.419 -4.316
Cl -8.596 -2.040 -4.253
Cl -7.983 -3.441 -1.807
Cl -5.911 -1.981 -3.193
C -3.826 -1.710 1.760
Cl -4.826 -1.251 0.378
Cl -3.105 -0.254 2.490
Cl -4.818 -2.529 2.964
Cl -2.534 -2.781 1.228
C 2.153 2.116 7.658
Cl 2.386 1.454 9.274
Cl 1.568 3.781 7.776
Cl 3.688 2.092 6.778
Cl 0.964 1.138 6.784
C -3.253 8.243 5.845
Cl -2.879 6.935 4.696
Cl -1.983 8.319 7.067
Cl -3.330 9.773 4.971
Cl -4.803 7.913 6.612
C -0.779 -7.461 -2.666
Cl 0.859 -7.837 -2.118
Cl -1.109 -5.741 -2.396
Cl -0.929 -7.809 -4.387
Cl -1.942 -8.434 -1.759
C -5.186 -0.551 -7.640
Cl -6.443 -0.885 -6.450
Cl -3.597 -0.874 -6.924
Cl -5.427 -1.584 -9.051
Cl -5.273 1.146 -8.132
C 8.083 0.110 3.028
Cl 6.765 0.175 1.849
Cl 9.236 1.408 2.694
Cl 7.422 0.313 4.658
Cl 8.901 -1.450 2.914
C -0.668 -6.078 2.561
Cl -0.387 -5.054 1.144
Cl -2.105 -7.065 2.290
Cl 0.731 -7.121 2.816
Cl -0.913 -5.054 3.984
```

As for the HOMO energy: -12.24 eV. As for the charge: +1. The HOMO-LUMO gap comes out at 7.11 eV.

=====

(2)
This record from the OMol25 dataset describes C16H7Br4N3O2S5SbTc as an isolated structure in a non-equilibrium geometry. The level of theory is ωB97M-V with the def2-TZVPD basis set.

XYZ file:
```
39
C16H7Br4N3O2S5SbTc, DFT ωB97M-V with the def2-TZVPD basis set
Tc -0.288 -0.907 -0.815
N 1.400 -0.245 2.913
C 0.117 -0.296 3.452
C -0.330 -0.151 4.758
C -1.686 -0.287 4.960
C -2.558 -0.562 3.895
C -2.103 -0.701 2.600
C -0.738 -0.554 2.379
N 0.054 -0.656 1.221
C 1.320 -0.472 1.606
C 2.382 -0.563 0.623
C 3.734 -0.501 0.702
S 4.414 -0.716 -0.848
C 2.868 -0.901 -1.521
N 1.903 -0.796 -0.646
H 2.249 -0.081 3.432
H 0.349 0.047 5.576
H -2.088 -0.192 5.959
H -3.614 -0.678 4.097
H -2.795 -0.942 1.807
H 4.359 -0.338 1.566
H 2.699 -1.093 -2.572
Br 0.006 5.338 -4.003
C 0.012 3.527 -3.598
C 0.195 2.550 -4.679
Br 0.417 3.161 -6.409
C 0.207 1.193 -4.438
Br 0.449 -0.112 -5.751
C 0.007 0.763 -3.121
O -0.027 -0.461 -2.743
C -0.155 1.730 -2.032
O -0.276 1.195 -0.900
C -0.145 3.126 -2.302
Br -0.362 4.279 -0.855
S -2.873 -4.222 1.191
Sb -2.853 -3.411 -0.842
S -2.471 -0.809 -0.660
S -0.190 -3.018 -1.102
S -3.586 -3.242 -2.902
```

As for the HOMO energy (alpha / beta): -13.92 / -13.93 eV. The value obtained for the relative energy (zero: lowest compared OMol25 entry of this formula, charge and spin) is 53.4 kcal/mol. As for the charge: +2. The HOMO-LUMO gap (alpha / beta) comes out at 4.58 / 4.60 eV.

=====

(3)
This record from the OMol25 dataset describes C16H7BrF5N2O4V as an isolated structure in a non-equilibrium geometry. The level of theory is ωB97M-V with the def2-TZVPD basis set.

XYZ file:
```
36
C16H7BrF5N2O4V, DFT ωB97M-V with the def2-TZVPD basis set
V -0.142 -1.022 -1.110
Br -2.991 -0.418 0.517
C -2.355 0.844 -0.728
C -2.917 2.104 -0.813
C -2.386 3.002 -1.729
C -1.331 2.591 -2.533
C -0.836 1.311 -2.370
N -1.326 0.441 -1.469
C 0.334 0.715 -3.117
O 0.879 1.272 -4.039
O 0.636 -0.434 -2.605
H -3.715 2.379 -0.142
H -2.776 4.004 -1.795
H -0.868 3.230 -3.268
O 1.177 -2.251 0.469
C 1.064 -1.175 1.041
N 0.241 -0.225 0.523
C 0.320 0.958 1.225
O -0.264 1.975 0.919
C 1.256 0.705 2.362
C 1.692 1.522 3.384
C 2.619 0.998 4.281
C 3.071 -0.308 4.167
C 2.614 -1.142 3.150
C 1.709 -0.618 2.250
H 1.329 2.533 3.474
H 2.999 1.613 5.083
H 3.794 -0.688 4.873
H 2.943 -2.164 3.057
F -2.558 -2.197 -2.106
C -1.352 -2.479 -1.517
F -1.621 -3.237 -0.415
C -0.528 -3.287 -2.509
F -0.932 -4.541 -2.709
F -0.535 -2.663 -3.699
F 0.759 -3.346 -2.100
```

As for the HOMO energy (alpha / beta): -8.99 / -9.98 eV. The value obtained for the relative energy (zero: lowest compared OMol25 entry of this formula, charge and spin) is 16.1 kcal/mol. As for the spin multiplicity: 3. As for the charge: 0. The HOMO-LUMO gap (alpha / beta) comes out at 8.21 / 9.17 eV.

=====

(4)
This record from the OMol25 dataset describes one molecule with the formula C16H7F6N5 in a non-equilibrium geometry. The level of theory is ωB97M-V with the def2-TZVPD basis set.

XYZ file:
```
34
C16H7F6N5, DFT ωB97M-V with the def2-TZVPD basis set
N 5.335 -0.477 -0.915
N 0.709 0.870 -5.135
F 0.028 0.316 4.340
F 1.424 -0.635 5.733
F 0.168 -1.903 4.349
F -4.248 -0.412 0.336
F -4.946 1.696 -0.227
F -5.799 -0.068 -1.197
C 4.675 -0.449 0.040
C -0.227 0.719 -4.440
N 1.942 0.326 -0.243
N 0.674 0.407 -0.422
C 4.171 -1.041 2.420
C -2.619 0.536 -3.986
C 3.267 -1.117 3.499
C -3.701 0.395 -3.120
C 1.543 -0.222 2.093
C -2.124 0.594 -1.244
C 3.779 -0.554 1.159
C -1.303 0.595 -3.499
C 2.421 -0.111 1.003
C -1.028 0.636 -2.137
C 1.925 -0.678 3.345
C -3.484 0.456 -1.722
N 0.294 0.734 -1.680
C 0.903 -0.737 4.487
C -4.641 0.424 -0.686
H 5.217 -1.346 2.527
H -2.846 0.629 -5.032
H 3.601 -1.466 4.475
H -4.703 0.279 -3.565
H 0.516 0.144 2.035
H -1.948 0.673 -0.194
H 1.022 0.784 -2.398
```

As for the HOMO energy: -9.16 eV. As for the structure (SMILES): N#Cc1ccc(C(F)(F)F)cc1/N=N/Nc1cc(C(F)(F)F)ccc1C#N. As for the charge: 0. The HOMO-LUMO gap comes out at 7.91 eV.

=====

> Number 1 is which compound?

C16H6Cl48F10PS3